Record 1
{
  "formula": "C53H48AsCl4N9OSSc",
  "method": "ωB97M-V with the def2-TZVPD basis set",
  "elements": ["Sc", "Cl", "C", "C", "C", "C", "C", "C", "C", "C", "C", "C", "C", "C", "C", "C", "C", "C", "Cl", "C", "C", "C", "N", "C", "C", "C", "C", "C", "C", "Cl", "C", "C", "C", "C", "C", "C", "N", "C", "C", "C", "C", "C", "N", "C", "C", "C", "C", "Cl", "C", "C", "C", "C", "N", "H", "H", "H", "H", "H", "H", "H", "H", "H", "H", "H", "H", "H", "H", "H", "H", "H", "H", "H", "H", "H", "H", "H", "H", "N", "N", "N", "C", "N", "N", "H", "H", "H", "C", "C", "As", "C", "C", "C", "C", "H", "H", "H", "H", "H", "H", "H", "H", "H", "H", "H", "H", "H", "H", "H", "C", "S", "C", "O", "H", "H", "H", "H", "H", "H"],
  "xyz": [[0.08249, 0.10518, -0.52741], [-4.01910, 7.03502, -5.52000], [-3.11648, 5.79248, -4.71902], [-1.73346, 5.79580, -4.79192], [-1.01402, 4.80075, -4.14527], [-1.66272, 3.80099, -3.42477], [-3.05749, 3.81194, -3.37862], [-3.78810, 4.80312, -4.01853], [-0.90756, 2.71963, -2.71915], [-0.05593, 3.07420, -1.67618], [0.20657, 4.43092, -1.26321], [1.11719, 4.37312, -0.26823], [1.39198, 2.97991, -0.03055], [2.24423, 2.51537, 0.96707], [2.92779, 3.53534, 1.82934], [4.29776, 3.75996, 1.71026], [4.94044, 4.69442, 2.51117], [4.20659, 5.40837, 3.44494], [5.00374, 6.56897, 4.45550], [2.84274, 5.20667, 3.57936], [2.21031, 4.27339, 2.76852], [2.50940, 1.16777, 1.22627], [1.96631, 0.09003, 0.57124], [2.55710, -1.02902, 1.10943], [2.38289, -2.34147, 0.66636], [3.16083, -3.43142, 1.33888], [4.55423, -3.41239, 1.36630], [5.27374, -4.42084, 1.98997], [4.59638, -5.46686, 2.59278], [5.48777, -6.71974, 3.38899], [3.21308, -5.52858, 2.55555], [2.50590, -4.51549, 1.92537], [1.60229, -2.69290, -0.44036], [1.59926, -3.99936, -1.04623], [0.85066, -3.91439, -2.16910], [0.39146, -2.55385, -2.27009], [0.83658, -1.83680, -1.18799], [-0.36045, -2.06260, -3.34216], [-0.78427, -0.74363, -3.48935], [-1.46567, -0.23888, -4.65356], [-1.65934, 1.08456, -4.45884], [-1.06590, 1.41313, -3.18900], [-0.56698, 0.28209, -2.60434], [-0.67176, -3.01153, -4.46195], [-1.97809, -3.40600, -4.73761], [-2.25966, -4.28407, -5.77613], [-1.22142, -4.76896, -6.55290], [-1.56255, -5.86722, -7.84800], [0.08660, -4.38184, -6.30808], [0.35366, -3.50717, -5.26468], [3.43122, -0.64046, 2.18361], [3.40524, 0.70907, 2.25361], [0.66572, 2.20626, -0.90001], [-1.22584, 6.56794, -5.35686], [0.06833, 4.79138, -4.21632], [-3.57267, 3.02924, -2.83056], [-4.87069, 4.81097, -3.98099], [-0.23871, 5.31520, -1.69248], [1.56480, 5.19782, 0.26413], [4.86804, 3.19789, 0.97723], [6.00443, 4.87369, 2.40778], [2.28204, 5.77355, 4.31311], [1.13934, 4.12313, 2.87108], [5.08772, -2.60739, 0.87281], [6.35592, -4.40211, 2.00213], [2.69886, -6.36373, 3.01427], [1.42391, -4.56701, 1.88566], [2.13673, -4.86161, -0.68072], [0.63983, -4.70000, -2.87946], [-1.73362, -0.82334, -5.52052], [-2.10902, 1.79168, -5.14016], [-2.79590, -3.01625, -4.14052], [-3.27786, -4.59036, -5.98413], [0.88725, -4.75820, -6.93304], [1.37542, -3.19693, -5.07407], [3.99009, -1.31401, 2.81489], [3.94742, 1.34276, 2.93990], [-3.70545, 4.13137, 0.96479], [-2.63947, 3.26882, 1.12063], [-1.78249, 3.39081, 2.10976], [-1.00775, 2.33523, 1.89059], [-1.41158, 1.63104, 0.82649], [-2.47835, 2.24732, 0.34405], [-3.47373, 4.99882, 1.42219], [-3.90169, 4.23235, -0.02073], [-0.15568, 2.08258, 2.50234], [0.91923, 1.00702, 4.76727], [0.69548, -0.48403, 4.52461], [-0.39738, -0.95982, 2.95558], [-2.13281, -0.32371, 3.64514], [-2.71461, -1.09169, 4.82839], [-0.46780, -2.85511, 3.47332], [-1.29878, -3.77980, 2.58854], [1.45485, 1.16350, 5.70516], [-0.02306, 1.55925, 4.84260], [1.52495, 1.46051, 3.97583], [0.23261, -0.94928, 5.39534], [1.65122, -0.98390, 4.36574], [-2.83252, -0.31156, 2.80589], [-1.97660, 0.72192, 3.91814], [-2.98129, -2.11472, 4.55738], [-3.61760, -0.60127, 5.19498], [-2.01121, -1.14143, 5.66165], [-0.80266, -2.90440, 4.50846], [0.57930, -3.16520, 3.46184], [-2.36730, -3.57422, 2.68121], [-1.14016, -4.82310, 2.86918], [-1.03305, -3.67386, 1.53028], [-4.32861, -0.75434, -0.21132], [-2.94971, -1.81180, 0.15600], [-3.11541, -2.98098, -1.19809], [-1.75098, -0.95137, -0.15100], [-4.21996, -0.37963, -1.22993], [-4.32056, 0.06845, 0.50390], [-5.23937, -1.34722, -0.09624], [-3.14429, -3.99269, -0.79341], [-2.21961, -2.84679, -1.80213], [-4.01318, -2.77439, -1.77885]],
  "forces_ev_per_angstrom": [[-0.5435, 0.0460, 0.2148], [0.0037, -0.0110, 0.0074], [-0.0187, 0.0054, -0.0052], [0.0972, 0.0103, -0.0095], [0.0388, -0.0230, -0.0374], [-0.0170, -0.0796, 0.0284], [0.0482, 0.0113, 0.0473], [-0.0411, -0.0635, 0.0492], [-0.1140, 0.1011, -0.0816], [0.0118, 0.0364, 0.1273], [-0.1093, 0.0805, -0.0499], [0.0204, 0.0649, 0.0884], [-0.0518, -0.0358, -0.1362], [0.0539, 0.0884, 0.1595], [0.0025, -0.0682, -0.0385], [0.0164, 0.0087, -0.0112], [0.0641, -0.0588, -0.0910], [0.0033, 0.0013, -0.0054], [-0.0186, -0.0204, -0.0239], [-0.1118, -0.0199, 0.0200], [-0.0117, -0.0107, 0.0193], [-0.1004, -0.1345, 0.0805], [0.2462, 0.0742, -0.1450], [-0.0445, 0.0902, 0.0354], [0.0804, -0.1051, 0.0675], [-0.1118, -0.0091, -0.0242], [0.0196, 0.0385, -0.0708], [0.0529, 0.0727, -0.0420], [-0.0162, -0.0261, 0.0022], [-0.0034, -0.0008, -0.0091], [-0.0795, -0.0022, -0.0079], [-0.0119, 0.0741, 0.0183], [-0.0047, -0.0496, -0.1239], [0.0465, -0.0702, 0.0726], [-0.0773, -0.0759, -0.0612], [0.0221, -0.0532, 0.1187], [0.0926, 0.0777, -0.1239], [-0.0073, -0.1288, -0.1304], [-0.0872, 0.1308, 0.0060], [-0.0748, -0.0904, -0.0374], [-0.0659, 0.0908, -0.0524], [-0.0215, -0.0861, -0.0395], [0.2254, 0.0074, 0.0070], [0.0181, 0.0453, 0.0834], [-0.0552, -0.0186, -0.0157], [-0.0835, 0.0473, 0.0744], [0.0186, -0.0055, -0.0074], [0.0041, 0.0150, 0.0117], [0.0942, 0.0359, 0.0221], [0.0312, -0.0136, -0.0291], [0.0206, -0.0868, 0.1141], [0.0759, 0.0826, 0.0298], [0.1885, -0.0398, -0.0584], [-0.0288, -0.0520, 0.0363], [-0.0603, 0.0125, 0.0115], [0.0095, 0.0260, -0.0354], [0.0663, -0.0059, -0.0018], [0.0478, -0.0657, 0.0059], [-0.0044, -0.0493, -0.0395], [-0.0364, 0.0552, 0.0578], [-0.0963, -0.0261, 0.0223], [0.0461, -0.0420, -0.0582], [0.0808, 0.0245, -0.0054], [-0.0308, -0.0209, 0.0534], [-0.0474, 0.0100, -0.0005], [0.0150, 0.0516, -0.0165], [0.0230, -0.0060, 0.0132], [-0.0552, 0.0912, -0.0291], [0.0404, 0.0806, 0.0619], [0.0391, 0.0578, 0.0567], [0.0437, -0.0508, 0.0686], [0.0499, -0.0214, -0.0351], [0.0755, 0.0231, 0.0168], [-0.0555, 0.0215, 0.0453], [-0.0519, -0.0258, -0.0163], [-0.0194, 0.0290, -0.0783], [-0.0399, -0.0483, -0.0720], [-0.1675, -0.4073, 0.2107], [-0.2061, 0.3057, 0.0756], [-0.0794, -0.1089, -0.2892], [-0.0798, -0.0593, -0.0206], [0.3272, -0.0264, 0.0988], [0.2794, -0.0896, 0.1383], [0.0755, 0.2185, -0.0246], [0.0930, 0.1489, -0.1324], [-0.0618, 0.0026, -0.0728], [-0.0266, -0.0440, -0.0701], [0.0581, 0.1693, -0.0153], [0.0813, -0.0094, 0.1173], [-0.1199, -0.0931, 0.0714], [-0.0070, 0.0619, -0.0667], [0.0199, -0.0947, -0.1898], [0.0412, 0.0923, -0.0264], [-0.0084, 0.0189, -0.0105], [0.0409, -0.0364, 0.0143], [-0.0904, -0.0420, 0.0310], [-0.0144, -0.0011, 0.0496], [0.0579, -0.0245, 0.0350], [-0.0381, -0.0184, -0.0130], [-0.0071, 0.0294, 0.0015], [0.0044, 0.0383, 0.0033], [-0.0099, -0.0170, 0.0186], [-0.0213, 0.0091, -0.0142], [0.0152, -0.0436, 0.0425], [0.0146, -0.0135, 0.0361], [0.0284, 0.0122, -0.0036], [-0.0223, 0.0004, -0.0164], [0.0484, -0.0118, 0.0591], [-0.2257, 0.0163, -0.0420], [0.0456, 0.1306, 0.3230], [0.0133, -0.0753, -0.0193], [0.1451, -0.1242, -0.2635], [-0.0326, 0.0185, 0.0307], [0.0193, -0.0686, -0.0548], [0.0270, 0.1008, -0.0341], [0.0060, 0.0727, -0.0146], [-0.0103, -0.0384, -0.0528], [0.0617, -0.0174, -0.0091]],
  "mulliken_charge": [-0.663, -0.199, 0.334, -1.001, -0.036, -0.853, -0.049, -1.055, 1.487, 0.741, -1.671, -1.403, 0.705, 0.805, -0.260, -0.044, -0.941, 0.244, -0.199, -1.151, 0.424, 1.070, -0.039, 0.744, 0.866, -0.117, -0.133, -0.975, 0.198, -0.201, -1.123, -0.252, 0.587, -1.658, -1.676, 0.813, 0.180, 0.213, 0.946, -1.640, -1.740, 0.449, 0.602, 0.128, 0.033, -1.067, 0.309, -0.200, -0.990, 0.045, -1.461, -1.595, -0.038, 0.425, 0.548, 0.642, 0.427, 0.615, 0.566, 0.487, 0.437, 0.439, 0.354, 0.539, 0.441, 0.443, 0.689, 0.566, 0.637, 0.598, 0.573, 0.383, 0.412, 0.422, 0.475, 0.616, 0.517, -0.802, 1.287, -1.024, -0.358, 1.359, -0.908, 0.312, 0.288, 0.210, -0.926, -1.355, 1.038, -0.106, -1.491, -0.966, -1.130, 0.513, 0.202, -0.046, 0.779, 0.610, 0.052, 0.360, 0.295, 0.430, 0.296, 0.675, 0.461, 0.259, 0.496, -0.001, -1.305, 0.702, -0.554, -0.199, 0.390, 0.290, 0.497, 0.481, -0.342, 0.490],
  "e_tot_ev": -213661.3164,
  "total_charge": 1,
  "fmax_ev_per_a": 0.6,
  "lumo_ev": -3.64,
  "orbital_gap_ev": 5.8
}

***

Record 2
{
  "formula": "C18H48BMnO10",
  "method": "ωB97M-V with the def2-TZVPD basis set",
  "elements": ["Mn", "O", "C", "C", "O", "H", "H", "H", "H", "B", "H", "H", "H", "H", "C", "O", "C", "C", "O", "C", "H", "H", "H", "H", "H", "H", "H", "H", "H", "H", "C", "O", "C", "C", "O", "C", "H", "H", "H", "H", "H", "H", "H", "H", "H", "H", "C", "O", "C", "C", "O", "C", "H", "H", "H", "H", "H", "H", "H", "H", "H", "H", "C", "O", "C", "C", "O", "C", "H", "H", "H", "H", "H", "H", "H", "H", "H", "H"],
  "xyz": [[-26.67002, -9.02943, 3.81904], [-25.44052, -8.98891, 2.09322], [-25.91208, -7.90624, 1.31694], [-27.45715, -7.50593, 1.63933], [-27.86850, -7.36335, 2.95238], [-25.84161, -8.31559, 0.30918], [-25.22634, -7.06251, 1.39433], [-28.02675, -8.37298, 1.30485], [-27.86211, -6.68098, 1.05319], [-27.62322, -10.77747, 4.26775], [-28.27578, -9.92607, 4.15146], [-27.02549, -10.90686, 3.37880], [-26.94196, -10.67329, 5.09797], [-28.18182, -11.67838, 4.46916], [-28.75996, -14.82522, 4.45650], [-29.30173, -14.83291, 3.11330], [-30.29340, -15.79597, 2.76775], [-29.84684, -17.27976, 2.73524], [-28.77598, -17.57592, 1.89371], [-27.58917, -16.88462, 1.93530], [-29.58712, -14.72772, 5.15964], [-27.95780, -14.08809, 4.49222], [-28.16193, -15.65722, 4.82831], [-30.70676, -15.54604, 1.79062], [-31.15114, -15.61573, 3.41573], [-30.66592, -17.96813, 2.52702], [-29.62417, -17.58862, 3.75658], [-27.83966, -15.95823, 1.41839], [-26.87942, -17.31288, 1.22753], [-27.09097, -16.67930, 2.88280], [-29.32386, -10.82608, -0.64694], [-30.27091, -11.16288, 0.44145], [-29.58598, -11.62855, 1.66487], [-30.61654, -11.84761, 2.75530], [-31.51916, -10.70560, 2.84133], [-31.56926, -10.29974, 4.19388], [-28.86705, -9.83643, -0.65136], [-29.80484, -10.95862, -1.61607], [-28.43928, -11.45953, -0.71281], [-28.84608, -10.90203, 2.00076], [-29.15076, -12.59287, 1.40261], [-30.20423, -12.25327, 3.67917], [-31.30262, -12.62805, 2.42616], [-30.68319, -9.90818, 4.69354], [-31.93384, -11.07212, 4.87107], [-32.19976, -9.41074, 4.20963], [-23.82252, -9.27583, 4.74231], [-25.15599, -9.05089, 5.18153], [-25.06505, -7.96982, 6.07428], [-26.37793, -7.95257, 6.85332], [-27.35666, -7.87291, 5.84833], [-28.65011, -8.11091, 6.42384], [-23.88400, -10.27495, 4.31092], [-23.09672, -9.37357, 5.54963], [-23.39886, -8.58880, 4.00976], [-24.88209, -7.04871, 5.52094], [-24.29401, -8.18291, 6.81468], [-26.33702, -7.10519, 7.53771], [-26.46501, -8.89051, 7.40177], [-28.88840, -7.48177, 7.28145], [-28.72976, -9.12797, 6.80769], [-29.36882, -7.96670, 5.61713], [-24.63009, -18.54994, 4.32679], [-24.45429, -17.56040, 3.30351], [-24.31311, -16.23796, 3.98729], [-24.14239, -15.13687, 2.96822], [-24.33140, -13.86835, 3.52713], [-24.87280, -12.90117, 2.68767], [-24.54597, -18.14486, 5.33522], [-23.86260, -19.29957, 4.13413], [-25.59270, -19.05925, 4.28136], [-23.51030, -16.37105, 4.71248], [-25.12465, -15.85796, 4.60786], [-24.80593, -15.31081, 2.12113], [-23.13046, -15.21192, 2.57015], [-24.84566, -11.94728, 3.21443], [-25.91518, -13.14682, 2.48470], [-24.35932, -12.74903, 1.73831]],
  "forces_ev_per_angstrom": [[-0.3769, 2.7775, -2.9366], [-0.7432, 0.5294, 1.4506], [-1.0350, -0.8085, 0.6130], [0.2504, -1.1255, -0.0069], [1.8260, -0.4820, 1.3040], [-0.4262, 0.6253, -0.7933], [0.0657, 0.5981, 0.0978], [-0.0303, -0.6493, -0.9573], [0.5317, 0.5704, -0.5661], [-0.9300, -2.0497, 0.6887], [-2.9990, 2.9462, -0.2310], [2.1243, -0.8191, -3.5322], [2.4740, 0.5454, 3.3597], [-2.1484, -3.1347, 0.5178], [-0.1993, -0.2481, -0.6090], [0.8840, -0.5822, 0.2572], [-0.0512, -0.1300, 0.0435], [0.2376, 0.8708, 1.4774], [-1.1967, -2.2190, -0.2558], [0.4755, 2.0253, -1.5495], [0.1245, 0.6015, 0.2306], [-0.8529, 0.8959, -0.0807], [-0.3713, -1.1745, -0.6963], [0.5570, 0.3609, -0.2756], [-0.2123, -0.5859, 0.5093], [-0.1753, 0.3333, -0.7417], [0.5255, 0.1545, 0.5033], [0.6258, 0.7991, 0.4968], [-0.0027, -0.7529, 0.3805], [-0.3286, -0.3067, 0.2935], [-0.3887, -0.6018, 0.5953], [1.8420, 0.2811, -0.5980], [-0.6485, 0.5432, -0.8897], [-1.6042, -0.2157, -1.8227], [1.8014, -0.5882, 1.7497], [-0.7103, 1.2917, 0.1480], [-0.5700, 0.4260, 0.7014], [-0.5393, 0.0258, 0.2296], [-0.0581, -0.6415, 0.5543], [0.0998, -0.0357, -0.2447], [0.4366, -0.0439, 0.3048], [0.2720, 0.8319, 0.1231], [0.0552, -0.4606, -0.3077], [0.9119, -0.3674, -0.7118], [-0.4461, -0.2498, -0.0792], [-0.5939, -0.2216, 0.1140], [0.4681, -2.0985, -0.9635], [2.7880, 0.8432, 1.0966], [-1.2496, 0.0304, 1.4382], [1.1551, 0.1149, -1.3590], [-1.0978, 0.3402, 1.6287], [-0.1072, -0.2321, -0.7537], [0.3081, 0.1710, -0.4505], [-0.3201, 0.2147, 0.5529], [-0.6950, 0.2694, -0.1087], [0.0176, 0.1830, 0.1142], [0.4044, 0.2381, -0.1121], [-0.4849, 0.2086, 0.1555], [-0.0726, -0.1306, 0.1905], [0.2748, 0.5796, -0.1184], [0.1618, -0.3392, -0.2458], [0.0405, 0.0344, 0.1195], [0.2999, -0.2780, -0.7136], [-0.6828, 1.9468, 1.9335], [-0.1246, -0.6698, -0.4161], [1.0153, -0.2577, -0.7761], [0.6170, -0.7807, 1.0881], [-0.7434, 0.7666, -0.2789], [0.2400, 0.0384, -0.0320], [0.0693, -0.1539, 0.3663], [-0.2506, 0.2091, -0.3119], [0.5265, 0.3394, -0.2973], [-0.9334, -0.8771, -0.0276], [-0.3769, -0.0990, 0.0205], [0.2665, 0.1148, -0.3057], [-0.1193, -0.1320, -0.0316], [-0.2138, 0.1429, -0.1686], [0.3369, -0.2760, -0.0918]],
  "mulliken_charge": [0.388, -0.771, -0.400, -0.191, -0.845, 0.293, 0.228, -0.142, 0.451, 2.108, -0.074, -0.200, -0.581, -0.890, -0.786, 0.102, -0.625, -0.638, -0.476, -0.540, 0.359, 0.008, 0.380, 0.264, 0.480, 0.388, 0.290, 0.263, 0.391, 0.136, -0.798, -0.467, 0.437, -0.357, -0.402, -0.657, 0.281, 0.322, 0.291, -0.433, 0.105, 0.196, 0.369, 0.139, 0.334, 0.324, -0.615, 0.108, -0.602, -0.719, -0.200, -0.949, -0.037, 0.367, 0.237, 0.374, 0.410, 0.380, 0.352, 0.404, 0.333, 0.173, -0.767, -0.370, -0.413, -0.549, -0.318, 0.422, 0.381, 0.256, 0.237, 0.539, 0.298, 0.302, 0.256, -0.784, 0.073, 0.367],
  "s2": 8.75,
  "e_tot_ev": -71907.5948,
  "total_charge": -1,
  "fmax_ev_per_a": 4.2,
  "multiplicity": 6,
  "lumo_ev": [2.44, 2.44],
  "orbital_gap_ev": [5.8, 5.9]
}